1.
Density functional theory data (the ωB97M-V functional and the def2-TZVPD basis) for an isolated molecule of C2H2N2O4 at a distorted geometry.

Properties
HOMO: -10.362 eV
energy above the lowest of the compared OMol25 structures with the same formula, charge and spin: 104.8 kcal per mole

Structure (XYZ):
```
10
Properties=species:S:1:pos:R:3:mulliken_charge:R:1
O -0.00255 2.13066 -0.07256 -0.35
O -2.02929 0.27079 0.17097 -0.39
O 1.06325 -1.00774 -0.13575 -0.25
O 2.60983 0.41593 0.19524 -0.55
N -0.36579 -1.29703 0.11005 -0.25
N -0.85571 -0.06641 -0.41818 0.14
C 0.14860 1.02755 -0.34455 0.29
C 1.43665 0.20814 -0.06634 0.67
H -1.76422 0.23529 1.26031 0.37
H -0.24077 -1.91717 -0.69919 0.32
```

***

2.
Density functional theory data (the ωB97M-V functional and the def2-TZVPD basis) for a structure of composition C38H31BiCl2N5O7S.

Properties
HOMO: -10.159 eV
charge: +1
energy above the lowest of the compared OMol25 structures with the same formula, charge and spin: 1.6 kcal per mole

Structure (XYZ):
```
85
Properties=species:S:1:pos:R:3:mulliken_charge:R:1
Bi 0.49273 -0.35013 -0.58522 3.86
Cl -0.68428 -4.57390 -2.63014 -0.19
Cl 3.32823 -4.33286 -6.21231 -0.22
S 2.96034 -4.71258 -0.07650 -0.18
O 1.35043 -0.51742 1.55542 -0.38
O 1.26551 0.62782 -2.93917 -0.57
O -2.55999 6.07629 1.81764 -0.49
O 3.45921 0.49823 5.64993 -0.46
O -0.17013 -1.72454 -2.29685 -0.56
O 2.93918 -0.10384 -0.73549 -0.21
O -4.82420 4.38130 -3.38185 -0.50
N -1.58231 -3.96347 1.06347 0.02
N -1.68022 0.89101 -1.64858 0.08
N -0.87045 1.53994 0.83416 0.37
N 1.54905 -2.62607 -0.29410 0.82
N -1.01456 -1.91411 0.46881 0.87
C 5.10156 0.76665 -0.52854 -2.24
C -3.16190 2.60656 -3.25894 0.38
C -3.93714 3.57034 -4.12596 -0.82
C 2.40714 -0.06592 2.15185 0.11
C -2.72877 3.00216 -1.99978 -0.54
C -4.94410 -2.49774 1.57885 -0.52
C -1.55508 2.47589 0.16496 0.36
C -1.99758 2.12225 -1.21850 0.37
C -0.59845 -3.15003 0.62668 -0.25
C -2.10347 0.50781 -2.85130 -0.90
C 3.59143 0.40556 1.49615 0.40
C -4.58610 -1.19367 1.20204 -0.91
C 3.42982 0.44790 4.30692 0.98
C 0.76182 -3.56199 0.32124 -0.53
C -1.87954 3.69708 0.74260 -0.73
C 2.72853 -3.09458 -0.56233 -0.59
C -1.49999 3.95899 2.04913 0.10
C -0.51542 1.78958 2.09624 -1.08
C 1.58166 -1.53930 -3.92321 1.56
C -2.73323 -3.20322 1.18257 0.56
C 2.37604 -0.04226 3.56958 -0.19
C 4.58521 0.94555 3.66357 -1.07
C 0.52593 -3.64856 -3.46065 0.68
C 4.64497 0.90852 2.30692 -1.37
C 0.61447 -2.26292 -3.17768 -0.76
C -2.85225 1.32582 -3.68184 -1.19
C 2.29780 -3.53274 -5.07054 0.09
C 1.34457 -4.27308 -4.37153 -0.61
C 3.78584 0.33176 0.07498 0.83
C 2.40038 -2.18127 -4.86307 -1.12
C -4.02524 -3.52651 1.57834 -1.31
C 1.36729 -4.76005 0.53050 -0.41
C -3.30152 -0.87890 0.81164 -0.37
C -2.36440 -1.90936 0.80305 0.04
C 2.33787 0.00299 6.36410 -0.74
C 1.74766 -0.09785 -3.79391 -0.48
C -1.82133 5.27020 2.70949 -0.57
C -0.81110 2.97306 2.74235 -1.24
H -5.34036 -0.41883 1.22043 0.46
H -2.98566 3.99065 -1.65087 0.64
H 1.24465 -5.33486 -4.55038 0.47
H -5.56620 3.84528 -3.08234 0.32
H 0.97039 -5.64854 0.99218 0.45
H -4.45104 3.02379 -4.92178 0.39
H -4.30033 -4.53101 1.86950 0.44
H 1.43489 0.56503 6.11530 0.28
H 5.54077 1.27918 1.82989 0.43
H -1.50938 -4.95844 1.18807 0.26
H 2.17733 -1.05671 6.15581 0.32
H 0.03235 0.99758 2.58695 0.80
H 1.48716 -0.43919 4.03828 0.41
H -2.38516 5.06987 3.62783 0.33
H 2.39465 0.35257 -4.56674 0.29
H -2.74184 6.92386 2.23414 0.32
H 5.30968 1.81212 -0.30120 0.49
H -5.96388 -2.69922 1.87661 0.40
H -2.42708 4.45166 0.20223 0.77
H 5.92923 0.17255 -0.13978 0.44
H -0.88022 5.75307 2.99708 0.35
H -3.23740 4.25946 -4.60236 0.27
H 5.04200 0.64327 -1.60631 0.29
H -3.02029 0.12212 0.52317 0.18
H 3.12040 -1.60067 -5.42692 0.40
H -0.49966 3.11970 3.76862 0.50
H -3.18239 0.95954 -4.64522 0.42
H -1.82579 -0.49512 -3.14412 0.59
H 3.49678 -2.51024 -1.04539 0.39
H 5.39468 1.33127 4.26598 0.46
H 2.56979 0.13590 7.41618 0.25
```

***

3.
Density functional theory data (the ωB97M-V functional and the def2-TZVPD basis) for an isolated molecule of C6H7FN2O2 at a distorted geometry.

Properties
multiplicity: 3
HOMO (spin up / spin down): -6.224 / -9.584 eV
<S²>: 2.01

Structure (XYZ):
```
18
Properties=species:S:1:pos:R:3:mulliken_spin:R:1
F 1.62582 -1.42138 -1.36542 0.04
O -2.68268 -1.55499 1.02127 0.05
O -3.21706 -1.24282 -0.97398 0.08
N -2.42980 -1.16131 -0.08684 0.01
N -0.45734 0.75222 -2.27672 0.40
C -0.13866 -0.24729 0.37651 0.47
C 1.77314 -0.16735 -1.13374 0.25
C -0.13095 -0.68083 1.79329 -0.02
C -1.16992 -0.53728 -0.47923 0.37
C 1.05714 0.42293 -0.16766 0.18
C -1.20278 -0.16407 -1.86814 0.07
H -1.91667 -0.81701 -2.48570 0.02
H 0.87527 -0.68464 2.31459 0.00
H -0.51908 0.83466 -3.28509 0.00
H -0.80419 -0.06869 2.37176 0.03
H 1.25193 1.50095 0.03908 0.03
H 2.72904 0.18826 -1.56617 0.00
H -0.33539 -1.66117 1.71010 0.02
```

***

The evaluated electronic energy for the records listed, in turn: -13270.63076; -103409.46092; -16119.45844 eV.